Record 1
{"formula": "C34H51N3O14", "method": "the ωB97M-V functional and the def2-TZVPD basis", "e_above_lowest_ev": 1.1315, "homo_energy_ev": -7.84, "mol_weight_g_mol": 725.79, "lumo_ev": 0.41, "fmax_ev_per_a": 3.7, "elements": ["C", "C", "C", "O", "C", "O", "O", "H", "H", "H", "H", "H", "H", "C", "C", "C", "O", "C", "O", "O", "H", "H", "H", "H", "H", "H", "C", "C", "C", "O", "C", "O", "O", "H", "H", "H", "H", "H", "H", "C", "C", "C", "O", "C", "O", "O", "H", "H", "H", "H", "H", "H", "C", "C", "C", "N", "C", "H", "H", "H", "H", "H", "C", "C", "C", "N", "C", "H", "H", "H", "H", "H", "C", "C", "C", "N", "C", "H", "H", "H", "H", "H", "C", "C", "C", "O", "H", "H", "H", "H", "H", "H", "C", "C", "C", "O", "H", "H", "H", "H", "H", "H"], "positions_angstrom": [[-8.373, -13.261, -16.699], [-8.990, -11.918, -16.360], [-9.555, -11.839, -14.978], [-8.718, -10.994, -14.243], [-7.802, -10.438, -15.087], [-7.023, -9.611, -14.794], [-7.927, -10.942, -16.283], [-7.571, -13.207, -17.415], [-9.200, -13.935, -17.072], [-7.893, -13.625, -15.781], [-9.732, -11.478, -17.070], [-9.599, -12.826, -14.478], [-10.574, -11.460, -14.829], [-12.246, -13.632, -20.691], [-10.813, -13.317, -20.664], [-10.199, -12.612, -21.875], [-9.855, -11.251, -21.436], [-10.060, -11.235, -20.125], [-9.884, -10.302, -19.385], [-10.428, -12.396, -19.624], [-12.425, -14.268, -19.809], [-12.483, -14.202, -21.587], [-12.923, -12.787, -20.638], [-10.314, -14.332, -20.450], [-10.837, -12.616, -22.791], [-9.259, -13.071, -22.209], [-7.939, -9.666, -24.973], [-6.944, -8.571, -24.823], [-6.871, -8.016, -23.382], [-5.489, -8.003, -23.076], [-4.807, -8.461, -24.180], [-3.601, -8.517, -24.183], [-5.595, -8.933, -25.117], [-8.911, -9.274, -24.622], [-7.542, -10.500, -24.326], [-8.122, -10.066, -25.934], [-7.173, -7.713, -25.454], [-7.369, -8.732, -22.709], [-7.179, -6.974, -23.267], [-3.506, -12.381, -20.014], [-4.713, -11.652, -19.453], [-5.397, -10.571, -20.319], [-6.410, -11.255, -21.040], [-6.680, -12.368, -20.405], [-7.627, -12.998, -20.699], [-5.800, -12.662, -19.446], [-3.671, -12.650, -21.061], [-3.277, -13.279, -19.412], [-2.664, -11.723, -19.964], [-4.558, -11.342, -18.385], [-4.669, -10.218, -21.035], [-5.825, -9.785, -19.745], [-4.743, -2.185, -16.634], [-4.948, -1.609, -17.849], [-5.955, -2.296, -18.505], [-6.322, -3.347, -17.665], [-5.563, -3.291, -16.538], [-3.950, -1.915, -15.917], [-4.531, -0.722, -18.260], [-6.357, -2.329, -19.489], [-6.986, -3.988, -17.930], [-5.731, -4.027, -15.796], [-13.323, -6.355, -18.140], [-12.950, -7.496, -18.910], [-11.579, -7.574, -18.869], [-11.139, -6.535, -18.182], [-12.191, -5.788, -17.712], [-14.267, -5.919, -17.920], [-13.638, -8.289, -19.447], [-10.975, -8.237, -19.494], [-10.238, -6.142, -18.084], [-12.071, -4.821, -17.280], [-6.191, -6.661, -18.316], [-6.842, -6.389, -19.512], [-7.942, -7.193, -19.632], [-7.950, -8.026, -18.505], [-6.916, -7.631, -17.656], [-5.355, -6.268, -17.790], [-6.513, -5.641, -20.253], [-8.683, -7.364, -20.402], [-8.535, -8.823, -18.377], [-6.734, -8.121, -16.679], [-9.437, -6.423, -15.468], [-9.199, -5.069, -15.998], [-9.025, -3.958, -15.031], [-9.044, -4.846, -17.209], [-8.480, -6.653, -14.953], [-9.579, -7.092, -16.328], [-10.244, -6.610, -14.770], [-8.472, -4.426, -14.244], [-9.955, -3.781, -14.516], [-8.667, -3.038, -15.456], [-5.886, -3.119, -23.136], [-5.659, -4.271, -24.049], [-4.290, -4.711, -24.361], [-6.643, -4.795, -24.519], [-5.426, -2.194, -23.439], [-5.454, -3.277, -22.160], [-6.923, -2.941, -22.984], [-3.541, -4.357, -23.628], [-4.001, -4.343, -25.359], [-4.311, -5.785, -24.289]], "lowdin_charge": [0.001, -0.292, -0.135, 0.075, -0.607, 0.160, 0.090, 0.066, 0.113, 0.095, 0.151, 0.137, 0.139, -0.040, -0.326, -0.064, 0.087, -0.604, 0.107, 0.084, 0.097, 0.094, 0.094, 0.180, 0.143, 0.114, -0.019, -0.320, -0.098, 0.035, -0.578, 0.129, 0.120, 0.105, 0.113, 0.066, 0.151, 0.127, 0.122, -0.023, -0.240, -0.061, 0.094, -0.622, 0.164, 0.070, 0.098, 0.099, 0.078, 0.169, 0.134, 0.117, -0.135, -0.140, -0.096, 0.036, -0.137, 0.105, 0.085, 0.090, 0.065, 0.097, -0.128, -0.112, -0.170, 0.017, -0.147, 0.083, 0.124, 0.092, 0.071, 0.108, -0.132, -0.138, -0.121, 0.040, -0.120, 0.087, 0.102, 0.108, 0.093, 0.105, -0.017, -0.480, -0.007, 0.019, 0.108, 0.068, 0.095, 0.081, 0.089, 0.089, -0.021, -0.511, 0.001, 0.060, 0.086, 0.076, 0.074, 0.098, 0.108, 0.063]}

=====

Record 2
{"formula": "C23H31Br2Cl33N3O", "method": "the ωB97M-V functional and the def2-TZVPD basis", "e_above_lowest_ev": 2.7516, "homo_energy_ev": -12.41, "mol_weight_g_mol": 1695.28, "lumo_ev": -3.47, "fmax_ev_per_a": 6.8, "charge": 1, "elements": ["C", "C", "N", "C", "N", "C", "C", "N", "C", "Br", "C", "C", "Br", "C", "C", "C", "C", "O", "H", "H", "H", "H", "H", "H", "H", "H", "H", "H", "H", "H", "H", "H", "H", "H", "H", "H", "H", "H", "C", "Cl", "Cl", "Cl", "H", "C", "Cl", "Cl", "Cl", "H", "C", "Cl", "Cl", "Cl", "H", "C", "Cl", "Cl", "Cl", "H", "C", "Cl", "Cl", "Cl", "H", "C", "Cl", "Cl", "Cl", "H", "C", "Cl", "Cl", "Cl", "H", "C", "Cl", "Cl", "Cl", "H", "C", "Cl", "Cl", "Cl", "H", "C", "Cl", "Cl", "Cl", "H", "C", "Cl", "Cl", "Cl", "H"], "positions_angstrom": [[-0.539, 2.316, 4.141], [0.376, 1.641, 3.025], [1.526, 1.030, 3.296], [-0.063, 1.611, 1.447], [-0.518, 0.203, 1.182], [-1.729, -0.149, 1.918], [-1.928, -1.618, 1.495], [-0.835, -1.937, 0.589], [-0.708, -3.311, 0.024], [-0.920, -3.370, -1.947], [0.720, -3.923, 0.572], [0.508, -4.717, 1.948], [1.398, -5.126, -0.902], [0.075, -0.811, 0.367], [1.406, -0.721, -0.502], [1.302, 0.226, -1.797], [2.836, 0.586, -2.212], [0.639, 1.494, -1.575], [-1.349, 1.534, 4.415], [0.076, 2.478, 5.090], [-1.109, 3.242, 3.788], [1.932, 0.640, 2.429], [0.877, 1.909, 0.870], [-0.923, 2.372, 1.313], [-2.307, 0.526, 2.628], [-2.765, -2.302, 1.873], [-1.520, -3.950, 0.545], [1.502, -3.110, 0.768], [0.030, -4.017, 2.738], [1.514, -5.040, 2.415], [-0.151, -5.633, 1.767], [2.227, -0.304, 0.172], [1.702, -1.778, -0.865], [0.832, -0.260, -2.716], [2.964, 1.687, -2.495], [3.580, 0.367, -1.371], [3.175, -0.024, -3.121], [-0.336, 1.380, -1.578], [-1.093, 4.234, -2.161], [-2.428, 3.091, -2.369], [-0.873, 5.208, -3.621], [-1.381, 5.271, -0.757], [-0.180, 3.666, -1.988], [-5.031, 7.109, -0.253], [-6.705, 6.926, 0.286], [-3.961, 7.401, 1.127], [-4.507, 5.678, -1.152], [-4.976, 7.970, -0.917], [-3.931, -5.291, -4.224], [-4.813, -4.053, -5.129], [-4.929, -5.929, -2.909], [-3.409, -6.594, -5.298], [-3.046, -4.831, -3.788], [-5.898, 2.014, -0.454], [-4.969, 0.976, 0.641], [-5.373, 1.778, -2.127], [-7.629, 1.695, -0.293], [-5.713, 3.052, -0.180], [2.220, 5.432, 3.829], [1.498, 5.161, 5.422], [3.615, 4.371, 3.591], [1.027, 5.175, 2.547], [2.562, 6.465, 3.779], [-1.920, 4.740, 7.179], [-0.437, 4.028, 7.832], [-1.538, 6.089, 6.100], [-2.879, 3.524, 6.322], [-2.514, 5.117, 8.010], [0.578, -7.573, -5.156], [-0.512, -8.384, -6.287], [2.004, -6.954, -6.001], [-0.262, -6.261, -4.312], [0.907, -8.299, -4.419], [3.799, 4.761, 8.214], [4.223, 3.157, 8.828], [3.328, 5.831, 9.543], [5.149, 5.457, 7.304], [2.949, 4.657, 7.542], [1.837, 1.125, -6.439], [2.322, -0.497, -5.920], [1.405, 2.122, -5.041], [3.128, 1.891, -7.373], [0.960, 1.032, -7.077], [1.012, -9.061, -1.411], [0.357, -9.414, 0.193], [2.400, -10.102, -1.760], [-0.237, -9.255, -2.651], [1.349, -8.026, -1.423], [5.867, -1.789, -5.019], [4.522, -2.922, -5.230], [6.019, -0.734, -6.429], [5.651, -0.831, -3.545], [6.785, -2.365, -4.921]], "lowdin_charge": [-0.104, -0.336, 0.130, -0.085, -0.039, 0.039, 0.052, -0.079, -0.647, 0.662, -0.667, -0.134, 0.621, -0.041, -0.041, -0.350, -0.087, -0.120, 0.072, 0.065, 0.066, 0.033, 0.132, 0.140, 0.130, 0.150, 0.128, 0.086, 0.096, 0.102, 0.090, 0.125, 0.127, 0.141, 0.085, 0.077, 0.007, 0.067, -1.523, 0.502, 0.553, 0.495, -0.011, -1.521, 0.534, 0.519, 0.493, 0.022, -1.554, 0.527, 0.520, 0.501, -0.043, -1.535, 0.500, 0.502, 0.548, -0.014, -1.490, 0.520, 0.533, 0.533, 0.025, -1.501, 0.519, 0.510, 0.539, 0.021, -1.566, 0.536, 0.535, 0.466, -0.076, -1.566, 0.522, 0.523, 0.515, -0.068, -1.507, 0.510, 0.546, 0.539, 0.020, -1.527, 0.529, 0.545, 0.575, -0.044, -1.516, 0.499, 0.527, 0.547, 0.018]}

=====

Record 3
{"formula": "C18H42F2N6O8P2", "method": "the ωB97M-V functional and the def2-TZVPD basis", "e_above_lowest_ev": 3.1636, "homo_energy_ev": -8.23, "mol_weight_g_mol": 570.51, "lumo_ev": 0.36, "fmax_ev_per_a": 5.3, "elements": ["C", "N", "C", "P", "O", "N", "C", "C", "N", "C", "C", "H", "H", "H", "H", "H", "H", "H", "H", "H", "H", "H", "H", "H", "H", "H", "H", "H", "H", "C", "N", "C", "P", "O", "N", "C", "C", "N", "C", "C", "H", "H", "H", "H", "H", "H", "H", "H", "H", "H", "H", "H", "H", "H", "H", "H", "H", "H", "O", "C", "O", "C", "C", "F", "O", "H", "H", "H", "O", "C", "O", "C", "C", "F", "O", "H", "H", "H"], "positions_angstrom": [[-1.574, 4.027, -4.398], [-2.614, 4.113, -3.362], [-2.860, 5.527, -2.858], [-3.525, 2.815, -2.744], [-4.810, 3.139, -2.112], [-3.990, 1.807, -4.067], [-4.643, 2.378, -5.224], [-4.510, 0.423, -3.722], [-2.371, 1.937, -1.827], [-1.065, 1.480, -2.343], [-2.586, 1.774, -0.416], [-1.803, 3.258, -5.136], [-0.614, 3.678, -4.017], [-1.505, 4.969, -4.943], [-2.935, 6.164, -3.739], [-2.006, 5.835, -2.254], [-3.809, 5.639, -2.334], [-4.360, 3.424, -5.343], [-4.415, 1.825, -6.135], [-5.712, 2.419, -5.013], [-3.657, -0.218, -3.498], [-4.956, 0.357, -2.730], [-4.991, -0.068, -4.567], [-0.720, 0.636, -1.747], [-1.145, 1.004, -3.320], [-0.235, 2.187, -2.342], [-3.554, 1.312, -0.223], [-2.415, 2.736, 0.068], [-1.834, 1.083, -0.034], [3.570, 1.257, 2.677], [3.225, 2.272, 3.748], [2.473, 1.632, 4.887], [3.952, 3.786, 3.810], [3.395, 4.713, 4.791], [5.689, 3.520, 3.738], [6.490, 3.745, 4.878], [6.351, 2.760, 2.680], [3.605, 4.320, 2.182], [2.197, 4.378, 1.672], [4.520, 5.206, 1.438], [2.653, 0.816, 2.286], [4.426, 0.649, 2.969], [3.972, 1.601, 1.724], [2.009, 2.249, 5.657], [3.221, 1.076, 5.454], [1.696, 0.966, 4.513], [6.755, 2.831, 5.408], [7.335, 4.337, 4.526], [5.977, 4.433, 5.551], [6.279, 1.678, 2.794], [5.814, 2.990, 1.760], [7.404, 3.024, 2.777], [1.434, 4.944, 2.205], [2.208, 4.745, 0.646], [1.766, 3.405, 1.435], [4.016, 6.109, 1.092], [4.673, 4.724, 0.473], [5.486, 5.469, 1.868], [0.359, -3.319, 1.492], [-0.070, -3.900, 0.525], [-1.264, -4.229, 0.315], [-1.470, -4.822, -0.916], [-0.068, -5.186, -1.313], [0.278, -4.776, -2.540], [0.691, -4.382, -0.462], [-1.996, -5.776, -0.884], [-1.824, -4.046, -1.594], [0.222, -6.229, -1.187], [-2.185, -9.977, -0.302], [-2.692, -10.960, 0.198], [-2.871, -11.206, 1.518], [-3.227, -12.540, 1.663], [-3.591, -12.986, 0.265], [-4.886, -12.895, 0.089], [-2.972, -12.020, -0.561], [-2.522, -13.307, 1.984], [-4.017, -12.734, 2.388], [-3.269, -14.007, 0.062]], "lowdin_charge": [-0.121, -0.295, -0.076, 0.568, -0.282, -0.310, -0.148, -0.091, -0.308, -0.113, -0.125, 0.068, 0.058, 0.079, 0.068, 0.075, 0.070, 0.070, 0.079, 0.082, 0.053, 0.070, 0.080, 0.070, 0.075, 0.069, 0.080, 0.081, 0.074, -0.109, -0.288, -0.089, 0.587, -0.281, -0.325, -0.154, -0.110, -0.292, -0.105, -0.140, 0.082, 0.068, 0.061, 0.074, 0.070, 0.074, 0.086, 0.082, 0.077, 0.063, 0.060, 0.084, 0.079, 0.068, 0.061, 0.070, 0.069, 0.078, 0.156, -0.628, 0.131, -0.045, -0.329, 0.084, 0.150, 0.151, 0.154, 0.175, 0.145, -0.531, 0.111, -0.099, -0.347, 0.112, 0.157, 0.136, 0.146, 0.170]}

=====

Record 4
{"formula": "C9H12NO3P", "method": "the ωB97M-V functional and the def2-TZVPD basis", "e_above_lowest_ev": 1.9777, "homo_energy_ev": -9.21, "mol_weight_g_mol": 213.17, "lumo_ev": -1.47, "fmax_ev_per_a": 0.3, "elements": ["C", "C", "O", "C", "C", "C", "C", "O", "C", "C", "P", "N", "C", "O", "H", "H", "H", "H", "H", "H", "H", "H", "H", "H", "H", "H"], "positions_angstrom": [[-0.021, -3.893, 0.688], [-0.581, -2.758, -0.151], [-1.906, -3.042, -0.589], [-0.500, -1.417, 0.593], [0.001, -0.241, -0.190], [0.039, -0.123, -1.516], [0.594, 1.102, -2.150], [1.071, 1.105, -3.264], [0.540, 2.351, -1.326], [0.533, 2.258, -0.001], [0.492, 3.752, 1.032], [-0.520, 4.830, 0.549], [0.555, 0.900, 0.620], [1.018, 0.729, 1.728], [-0.518, -3.925, 1.660], [1.045, -3.754, 0.870], [-0.176, -4.845, 0.183], [-0.016, -2.690, -1.080], [-2.482, -3.063, 0.181], [-1.503, -1.153, 0.945], [0.120, -1.507, 1.487], [-0.291, -0.910, -2.181], [0.529, 3.304, -1.842], [1.848, 4.111, 1.145], [0.242, 3.150, 2.275], [-0.112, 5.729, 0.335]], "nbo_charge": [-0.627, 0.100, -0.712, -0.474, -0.019, -0.251, 0.493, -0.482, -0.162, -0.431, 1.344, -1.298, 0.521, -0.511, 0.201, 0.216, 0.224, 0.178, 0.460, 0.234, 0.246, 0.238, 0.245, -0.057, -0.060, 0.385]}

=====

Record 5
{"formula": "C3H6NO2", "method": "the ωB97M-V functional and the def2-TZVPD basis", "e_above_lowest_ev": 3.1067, "homo_energy_ev": -14.82, "mol_weight_g_mol": 88.09, "lumo_ev": -4.57, "fmax_ev_per_a": 5.9, "charge": 1, "elements": ["C", "N", "C", "O", "C", "O", "H", "H", "H", "H", "H", "H"], "positions_angstrom": [[1.567, 0.065, -0.058], [0.109, 0.137, -0.027], [-0.855, 1.120, 0.023], [-2.028, 0.617, 0.034], [-1.936, -0.812, 0.051], [-0.563, -1.057, -0.024], [1.900, -0.851, 0.531], [2.139, 0.997, 0.311], [1.617, -0.161, -1.049], [-0.512, 2.152, -0.073], [-2.358, -1.117, 1.040], [-2.623, -1.143, -0.825]], "nbo_charge": [-0.433, -0.028, 0.485, -0.387, 0.204, -0.320, 0.270, 0.276, 0.235, 0.264, 0.208, 0.226]}